The following is a quantum chemistry calculation of C27H64NOSi7TeV as an isolated structure, from the OMol25 dataset.

```
102
Properties=species:S:1:pos:R:3:mulliken_charge:R:1
V -0.96 1.61 -0.07 -0.30
C 1.99 2.35 2.32 -1.05
Si 0.52 1.27 2.82 -0.04
C 0.36 1.48 4.67 -1.27
C 0.90 -0.55 2.56 -0.30
C -1.09 1.79 1.90 2.30
Si -2.65 1.05 2.73 0.05
C -2.39 -0.77 3.06 -0.36
C -3.01 1.95 4.34 -1.10
C -4.21 1.22 1.68 -0.86
Si -1.23 3.69 1.87 -0.33
C -0.63 4.63 3.35 -1.20
C -2.93 4.29 1.38 -1.14
C -0.19 4.23 0.35 0.12
C 0.46 5.46 0.27 -0.93
C 1.08 5.83 -0.91 -0.39
C 1.04 4.97 -2.00 -1.02
C 0.41 3.75 -1.86 -0.22
N -0.18 3.40 -0.72 1.04
H 2.89 1.76 2.47 0.49
H 2.07 3.22 2.98 0.36
H 1.99 2.69 1.29 0.20
H 1.35 1.24 5.09 0.44
H -0.35 0.78 5.12 0.36
H 0.11 2.49 5.00 0.34
H 1.93 -0.67 2.22 -0.23
H 0.25 -1.03 1.82 -0.15
H 0.80 -1.09 3.51 0.56
H -1.58 -0.98 3.76 0.30
H -2.18 -1.31 2.13 -0.60
H -3.31 -1.19 3.48 0.53
H -2.19 1.95 5.05 0.31
H -3.87 1.45 4.81 0.43
H -3.32 2.98 4.16 0.30
H -4.05 1.64 0.70 -0.10
H -4.95 1.83 2.20 0.55
H -4.66 0.23 1.54 0.45
H -1.15 4.29 4.25 0.39
H -0.87 5.69 3.21 0.48
H 0.44 4.54 3.52 0.34
H -3.69 4.06 2.13 0.36
H -3.27 3.87 0.43 0.25
H -2.90 5.38 1.26 0.43
H 0.48 6.11 1.13 0.44
H 1.59 6.78 -0.99 0.47
H 1.51 5.23 -2.94 0.44
H 0.39 3.02 -2.66 0.44
C -2.92 -1.24 -1.56 -1.10
C -2.98 0.22 -1.95 1.50
C -2.25 0.50 -3.25 -1.60
C -4.41 0.75 -1.99 -1.77
O -2.30 0.94 -0.89 -1.51
H -3.41 -1.86 -2.31 0.60
H -3.43 -1.40 -0.60 0.36
H -1.88 -1.55 -1.46 -0.28
H -2.74 -0.03 -4.07 0.55
H -1.22 0.16 -3.18 0.03
H -2.26 1.57 -3.48 0.39
H -4.95 0.27 -2.81 0.42
H -4.41 1.83 -2.17 0.41
H -4.93 0.53 -1.06 0.35
C -0.52 -3.06 -3.94 -0.82
Si 1.20 -2.41 -3.58 0.44
C 1.53 -0.83 -4.54 -0.96
C 2.45 -3.70 -4.14 -1.09
Si 1.55 -2.06 -1.27 0.44
Te 1.12 0.44 -0.91 -0.27
Si 0.69 -3.84 0.04 0.63
C -1.17 -3.82 0.27 -0.41
C 1.56 -4.01 1.69 -0.96
C 1.14 -5.34 -1.01 -1.18
Si 3.89 -1.95 -0.91 0.37
C 4.68 -0.89 -2.25 -1.06
C 4.59 -3.69 -0.97 -0.99
C 4.25 -1.19 0.77 -0.87
H -0.64 -3.21 -5.02 0.44
H -1.30 -2.38 -3.62 0.06
H -0.69 -4.02 -3.46 0.26
H 1.34 -1.00 -5.60 0.41
H 2.57 -0.53 -4.43 0.29
H 0.91 0.00 -4.21 0.17
H 2.29 -3.93 -5.20 0.44
H 2.37 -4.63 -3.59 0.32
H 3.48 -3.33 -4.04 0.23
H -1.49 -2.99 0.91 -0.27
H -1.47 -4.75 0.75 0.48
H -1.69 -3.75 -0.69 0.26
H 1.21 -3.28 2.42 0.19
H 2.64 -3.91 1.60 0.21
H 1.35 -5.01 2.09 0.48
H 0.59 -5.37 -1.95 0.26
H 0.89 -6.24 -0.44 0.47
H 2.21 -5.38 -1.23 0.28
H 4.62 -1.38 -3.22 0.25
H 5.74 -0.73 -2.02 0.42
H 4.20 0.09 -2.33 0.28
H 4.36 -4.19 -1.91 0.29
H 4.22 -4.30 -0.15 0.28
H 5.68 -3.64 -0.88 0.44
H 3.87 -0.17 0.84 0.08
H 5.33 -1.16 0.93 0.49
H 3.82 -1.78 1.58 0.25
```

Output
LUMO energy (alpha / beta): -3.65 / -3.36 eV
E_HOMO (alpha / beta): -0.37840 / -0.38011 Eh
Gap between HOMO and LUMO (alpha / beta): 6.6 / 7.0 eV
Total charge: +1
Multiplicity: 2
Maximum force: 0.47 eV Å⁻¹

***

The following is a quantum chemistry calculation of a 18-piece molecular cluster, C45H135N9O18 overall at a distorted geometry, from the OMol25 dataset.

```
207
Properties=species:S:1:pos:R:3:mulliken_charge:R:1
C 17.26 17.99 19.28 -1.44
C 15.74 17.87 19.42 1.28
C 15.29 17.33 20.78 -1.19
O 13.87 17.21 20.71 -0.27
C 13.26 16.67 21.82 -0.81
N 15.12 19.15 19.11 -0.31
H 17.64 18.84 19.88 0.61
H 17.53 18.14 18.23 -0.07
H 17.69 17.13 19.76 0.58
H 15.30 17.25 18.64 -0.57
H 15.59 17.94 21.65 0.45
H 15.81 16.38 20.94 0.37
H 13.66 17.09 22.76 0.31
H 13.36 15.58 21.95 0.29
H 12.19 16.90 21.73 0.24
H 14.15 19.18 19.39 0.28
H 15.58 19.93 19.59 0.30
C 19.29 11.16 17.29 -1.40
C 18.25 10.29 16.57 0.11
C 16.90 11.07 16.62 -0.15
O 16.40 11.19 17.94 -0.39
C 15.10 11.64 17.87 -0.39
N 18.63 10.13 15.18 -0.38
H 20.11 10.47 17.49 0.43
H 19.00 11.46 18.29 0.35
H 19.68 11.93 16.65 0.17
H 18.15 9.36 17.12 0.30
H 16.14 10.46 16.07 0.45
H 16.98 12.06 16.10 -0.09
H 14.69 11.64 18.86 0.28
H 14.47 11.05 17.17 0.36
H 15.05 12.66 17.50 -0.03
H 18.11 9.37 14.81 0.29
H 19.62 10.01 15.09 0.23
C 19.53 25.30 16.90 -1.50
C 18.39 24.73 16.18 0.67
C 18.41 23.24 16.25 -0.74
O 19.42 22.58 15.55 -0.09
C 19.18 22.60 14.14 0.00
N 17.08 25.13 16.80 -0.78
H 19.45 26.39 16.84 0.46
H 20.48 25.12 16.41 0.27
H 19.53 24.94 17.93 0.33
H 18.34 25.20 15.18 0.33
H 17.47 22.89 15.80 -0.22
H 18.41 22.96 17.29 0.59
H 19.59 23.46 13.64 0.20
H 18.09 22.52 14.07 0.46
H 19.67 21.76 13.71 -0.51
H 17.09 26.14 16.82 0.28
H 16.32 24.90 16.12 0.25
C 12.93 18.13 14.48 -0.83
C 12.32 17.60 15.82 0.17
C 11.67 16.21 15.64 -0.79
O 10.51 16.37 14.82 -0.34
C 9.80 15.18 14.61 -0.81
N 13.36 17.42 16.93 -0.16
H 13.20 19.20 14.58 0.22
H 12.07 18.10 13.76 0.58
H 13.78 17.54 14.17 -0.30
H 11.47 18.27 16.14 0.50
H 11.39 15.81 16.64 0.49
H 12.38 15.52 15.21 0.38
H 10.31 14.50 13.89 0.28
H 8.84 15.46 14.17 0.26
H 9.61 14.62 15.49 0.35
H 13.82 18.30 17.05 -0.41
H 12.79 17.29 17.79 0.27
C 20.08 15.92 11.36 0.51
C 19.42 16.02 10.03 1.74
C 20.01 17.06 9.13 -1.40
O 20.07 18.25 9.83 -0.21
C 20.68 19.30 9.14 -0.97
N 19.40 14.74 9.19 -0.74
H 21.17 15.86 11.19 0.48
H 19.69 15.01 11.80 -0.66
H 19.91 16.82 11.95 -0.50
H 18.39 16.35 10.19 -0.65
H 19.41 17.16 8.18 0.40
H 20.98 16.69 8.82 0.41
H 21.76 19.25 9.11 0.33
H 20.47 20.24 9.70 0.19
H 20.38 19.37 8.10 0.45
H 18.86 14.06 9.75 0.36
H 20.39 14.39 9.20 0.18
C 15.61 15.33 8.03 -1.03
C 14.41 15.73 8.88 0.45
C 14.80 16.65 10.04 -0.86
O 15.67 15.89 10.89 -0.22
C 16.04 16.59 12.05 -0.21
N 13.37 16.36 8.09 -0.73
H 15.42 14.65 7.21 0.37
H 16.35 14.97 8.74 0.09
H 16.06 16.26 7.62 0.26
H 14.01 14.85 9.34 0.23
H 13.90 16.97 10.61 0.26
H 15.41 17.48 9.70 0.36
H 15.15 16.79 12.66 0.18
H 16.44 17.61 11.83 0.33
H 16.84 16.04 12.58 -0.13
H 13.70 17.12 7.52 0.28
H 12.66 16.83 8.64 0.27
C 22.27 18.44 13.45 -1.03
C 22.03 19.95 13.28 2.30
C 23.37 20.58 12.84 -1.14
O 23.21 21.95 12.50 -0.37
C 23.37 22.82 13.57 -0.49
N 20.90 20.20 12.38 -0.21
H 21.28 18.01 13.56 -0.40
H 22.88 18.19 14.32 0.31
H 22.66 18.02 12.50 0.49
H 21.75 20.39 14.25 -0.88
H 23.68 20.05 11.94 0.38
H 24.18 20.41 13.55 0.38
H 23.43 23.88 13.21 0.24
H 24.26 22.56 14.17 0.31
H 22.56 22.90 14.33 0.07
H 21.13 21.03 11.79 0.37
H 20.71 19.49 11.71 -0.22
C 16.66 18.04 15.44 2.38
C 18.03 18.64 15.29 -0.44
C 19.10 17.58 15.72 0.69
O 18.93 16.47 14.89 1.20
C 19.94 15.47 15.20 0.12
N 18.19 19.06 13.89 0.37
H 15.91 18.64 14.92 0.30
H 16.26 17.97 16.48 -1.63
H 16.59 17.01 15.08 -0.89
H 18.16 19.52 15.92 0.12
H 18.91 17.27 16.74 -0.33
H 20.11 18.02 15.71 -0.02
H 20.93 15.98 15.05 0.17
H 19.82 14.60 14.59 -0.14
H 19.84 15.12 16.23 -0.87
H 18.15 18.29 13.22 -0.41
H 19.10 19.50 13.69 -0.45
C 21.05 11.77 13.27 -1.19
C 20.17 11.63 12.02 2.89
C 21.03 11.52 10.81 -1.26
O 21.93 12.60 10.76 -0.15
C 22.67 12.76 9.57 -1.05
N 19.45 10.33 12.10 -0.80
H 20.44 11.95 14.15 -0.18
H 21.63 12.72 13.19 0.33
H 21.81 10.98 13.37 0.28
H 19.48 12.53 11.89 -1.29
H 20.38 11.53 9.93 0.42
H 21.60 10.60 10.83 0.41
H 23.42 11.94 9.46 0.33
H 23.26 13.69 9.56 0.28
H 22.08 12.69 8.63 0.39
H 18.76 10.44 12.90 0.03
H 18.87 10.28 11.27 0.42
C 15.74 21.23 11.96 -0.68
O 16.04 21.02 13.32 -0.33
H 16.65 21.38 11.35 0.28
H 15.28 20.32 11.58 0.12
H 15.10 22.11 11.84 0.27
H 16.81 20.38 13.43 0.19
C 18.02 14.35 19.31 -0.28
O 18.94 14.20 20.37 -0.58
H 18.59 14.67 18.45 -0.32
H 17.51 13.40 19.15 0.90
H 17.28 15.13 19.51 0.00
H 18.43 14.24 21.18 0.29
C 14.39 21.08 16.47 -0.40
O 13.92 21.30 15.17 -0.58
H 15.12 21.80 16.80 0.28
H 13.58 21.20 17.18 0.38
H 14.80 20.05 16.67 -0.01
H 14.70 21.12 14.61 0.43
C 16.20 14.95 16.68 1.12
O 14.94 14.92 16.07 -0.63
H 16.59 15.93 16.89 -0.80
H 16.25 14.35 17.64 0.01
H 16.93 14.52 15.99 -0.16
H 14.48 15.79 16.22 0.27
C 23.49 13.74 15.42 -0.58
O 23.11 15.00 15.86 -0.33
H 23.58 13.77 14.36 0.21
H 24.47 13.40 15.84 0.30
H 22.78 12.99 15.72 0.15
H 22.68 14.94 16.72 0.23
C 23.83 18.67 16.92 -0.19
O 24.60 19.72 16.31 -0.50
H 23.97 18.72 18.00 0.40
H 22.82 18.85 16.64 -0.34
H 24.11 17.66 16.59 0.37
H 25.54 19.64 16.61 0.26
C 20.89 16.46 18.91 0.75
O 21.40 15.17 18.55 -0.47
H 21.42 16.87 19.79 0.44
H 21.12 17.09 18.02 -0.35
H 19.81 16.45 19.00 -0.59
H 21.26 14.64 19.33 0.25
C 16.91 13.03 12.88 -0.18
O 17.27 13.50 11.61 -0.34
H 17.46 12.11 13.05 -0.20
H 16.98 13.78 13.72 0.13
H 15.85 12.72 12.88 0.56
H 16.58 14.09 11.22 0.23
C 20.47 20.53 17.86 -0.78
O 20.66 20.07 16.53 0.24
H 21.20 20.15 18.56 0.39
H 20.46 21.63 17.96 0.19
H 19.53 20.12 18.28 0.10
H 20.32 20.75 15.94 -0.11
```

Output
LUMO energy: 0.31 eV
E_HOMO: -0.33380 Eh
Gap between HOMO and LUMO: 9.4 eV
Total charge: 0
Multiplicity: 1
Maximum force: 2.99 eV Å⁻¹

***

The following is a quantum chemistry calculation of one molecule with the formula C18H23BN2O at a distorted geometry, from the OMol25 dataset.

```
45
Properties=species:S:1:pos:R:3:mulliken_charge:R:1
O -1.81 -1.08 0.27 -0.70
C -2.18 3.35 -2.07 -0.66
C 1.47 -2.86 -3.14 -0.67
C -3.08 2.37 -1.63 -0.56
C -0.83 3.27 -1.78 -0.97
C 0.90 -1.65 -3.61 -0.54
C 1.34 -3.13 -1.82 -1.17
C -2.56 1.28 -0.99 -0.48
C -0.28 2.09 -1.35 0.02
C 0.27 -0.80 -2.71 -1.10
C 0.79 -2.26 -0.90 -0.52
C -1.18 1.17 -0.90 0.24
C 0.14 -1.13 -1.37 1.97
N 1.49 0.19 3.36 -0.38
B -0.68 -0.27 -0.30 0.93
C -1.37 -1.92 1.25 -0.83
C 2.39 0.18 2.25 -1.11
C 0.35 1.16 3.26 -1.12
C -0.09 -1.37 1.82 -0.77
C 1.69 0.03 0.90 -0.31
C -0.34 1.00 1.93 -0.48
N 0.20 -0.09 1.08 0.29
H -2.44 4.26 -2.53 0.43
H 1.84 -3.61 -3.86 0.33
H -4.20 2.42 -1.79 0.31
H -0.07 4.04 -1.95 0.34
H 0.89 -1.40 -4.68 0.37
H 1.71 -4.08 -1.53 0.43
H -3.32 0.57 -0.73 0.39
H 0.76 1.82 -1.32 0.49
H -0.31 0.00 -3.07 0.41
H 0.91 -2.54 0.12 0.26
H 2.04 0.53 4.16 0.31
H -1.23 -2.91 0.79 0.32
H -2.24 -1.98 1.92 0.34
H 2.81 1.18 2.30 0.44
H 3.15 -0.54 2.33 0.46
H -0.34 0.92 4.08 0.37
H 0.54 2.22 3.42 0.40
H 0.80 -1.99 1.70 0.50
H -0.04 -1.23 2.91 0.65
H 1.81 0.93 0.29 0.16
H 2.09 -0.82 0.39 0.45
H -1.45 0.77 2.09 0.36
H -0.34 1.94 1.44 0.43
```

Output
LUMO energy: 0.49 eV
E_HOMO: -0.31130 Eh
Gap between HOMO and LUMO: 9.0 eV
Total charge: 0
Multiplicity: 1
Maximum force: 4.41 eV Å⁻¹

***

The following is a quantum chemistry calculation of C14H20N as an isolated structure at a distorted geometry, from the OMol25 dataset.

```
35
Properties=species:S:1:pos:R:3:mulliken_charge:R:1
C -4.35 -0.42 0.38 -0.54
C -3.66 -1.25 -0.46 -0.83
C -3.69 0.59 1.05 -0.95
C -2.33 -1.05 -0.74 -0.64
C -2.33 0.81 0.80 -0.19
C -1.65 0.04 -0.18 1.37
C 0.55 -0.61 -1.62 -1.23
C 1.93 0.89 0.08 -1.65
C 0.95 -1.28 -0.36 -0.85
C -0.33 0.18 -0.64 0.22
C 2.05 -0.59 0.44 2.40
C 3.39 -1.27 -0.17 -1.74
C 1.80 -0.81 1.91 -1.63
C 0.33 2.54 -0.99 -0.93
N 0.49 1.33 -0.16 0.25
H -5.31 -0.74 0.43 0.50
H -4.30 -1.97 -0.83 0.45
H -4.07 1.28 1.76 0.43
H -1.92 -1.80 -1.36 0.28
H -1.70 1.58 1.32 0.26
H 1.47 -0.18 -2.09 0.22
H -0.02 -1.24 -2.32 0.37
H 2.38 1.57 0.99 0.35
H 2.33 1.32 -0.84 0.50
H 0.31 -2.16 -0.10 0.37
H 4.22 -0.69 0.31 0.45
H 3.51 -1.06 -1.19 0.37
H 3.51 -2.24 0.13 0.51
H 2.48 -1.50 2.50 0.36
H 0.81 -1.17 1.93 0.46
H 1.82 0.10 2.58 0.28
H 0.81 2.25 -2.02 0.32
H -0.60 2.95 -0.96 0.35
H 0.85 3.24 -0.42 0.47
H 0.24 1.37 0.85 0.62
```

Output
LUMO energy: -3.00 eV
E_HOMO: -0.41106 Eh
Gap between HOMO and LUMO: 8.2 eV
Total charge: +1
Multiplicity: 1
Maximum force: 5.51 eV Å⁻¹

***

The following is a quantum chemistry calculation of one molecule with the formula C14H17P at a distorted geometry, from the OMol25 dataset.

```
32
Properties=species:S:1:pos:R:3:mulliken_charge:R:1
C 3.53 -0.89 0.71 -0.34
C 2.38 -0.81 1.53 -0.68
C 3.39 -0.98 -0.66 -0.44
C 1.14 -0.68 0.93 0.04
C 2.14 -0.78 -1.23 -0.60
C 0.99 -0.58 -0.42 0.77
C -0.23 2.35 -1.37 -1.00
C 0.30 3.39 -0.79 -0.29
C -0.91 1.51 -0.38 0.40
C 0.34 3.22 0.63 -0.66
C -0.41 2.16 0.91 -0.44
C -1.79 -2.71 -0.43 -1.73
C -3.20 -0.78 0.27 -1.81
C -1.72 -1.27 0.08 0.92
P -0.71 -0.21 -1.06 -0.12
H 4.58 -0.80 1.08 0.32
H 2.35 -0.87 2.64 0.32
H 4.34 -0.94 -1.31 0.25
H 0.16 -0.59 1.56 -0.12
H 2.07 -0.84 -2.27 0.41
H -0.30 2.17 -2.48 0.34
H 0.54 4.30 -1.33 0.40
H -1.96 1.63 -0.25 0.68
H 0.89 3.91 1.31 0.38
H -0.65 1.52 1.81 0.37
H -0.83 -2.94 -0.78 0.49
H -1.97 -3.31 0.41 0.46
H -2.49 -2.95 -1.22 0.34
H -3.85 -1.55 0.74 0.41
H -3.48 -0.39 -0.63 0.51
H -3.32 0.11 0.94 0.31
H -1.32 -1.40 1.08 0.10
```

Output
LUMO energy: 0.91 eV
E_HOMO: -0.31206 Eh
Gap between HOMO and LUMO: 9.4 eV
Total charge: 0
Multiplicity: 1
Maximum force: 4.11 eV Å⁻¹
SMILES: CC(C)P(c1ccccc1)C1C=CC=C1

***

The following is a quantum chemistry calculation of C3H4O4Sr as an isolated structure at a distorted geometry, from the OMol25 dataset.

```
12
Properties=species:S:1:pos:R:3:mulliken_charge:R:1
C 0.02 -1.17 1.02 0.36
C -0.97 -0.04 0.87 -0.40
O -0.34 1.03 0.15 -0.32
C 0.50 0.67 -0.79 0.60
O -0.20 -2.30 0.46 -0.59
O 1.06 1.49 -1.50 -0.49
O 0.64 -0.61 -0.92 -0.73
Sr 1.11 3.88 -2.41 1.01
H 0.84 -1.06 1.75 0.35
H -1.24 0.38 1.85 0.29
H -1.85 -0.38 0.31 0.29
H 0.44 -1.87 -0.80 0.61
```

Output
LUMO energy (alpha / beta): -4.49 / -4.49 eV
E_HOMO (alpha / beta): -0.33618 / -0.53418 Eh
Gap between HOMO and LUMO (alpha / beta): 4.7 / 10.0 eV
Total charge: +1
Multiplicity: 2
Maximum force: 3.37 eV Å⁻¹

***

The following is a quantum chemistry calculation of a 2-piece molecular cluster, C3H10O2S2 overall, from the OMol25 dataset.

```
17
Properties=species:S:1:pos:R:3:mulliken_charge:R:1
C 0.81 1.04 -0.89 -0.58
C 0.47 1.31 0.58 -0.05
O -0.23 2.55 0.69 -0.53
C 0.68 -0.41 -1.37 -0.57
S 1.48 -1.53 -0.18 -0.07
S 0.87 -3.40 -0.82 -0.21
H 1.81 1.40 -1.09 0.26
H 0.08 1.62 -1.46 0.30
H -0.13 0.53 1.06 -0.05
H 1.38 1.39 1.18 0.27
H -1.09 2.37 1.08 0.31
H 1.22 -0.49 -2.31 0.40
H -0.36 -0.67 -1.49 0.39
H -0.38 -3.37 -0.31 0.13
H -2.25 -0.21 2.31 0.32
H -1.79 -1.27 1.32 0.31
O -2.58 -0.87 1.70 -0.63
```

Output
LUMO energy: 0.37 eV
E_HOMO: -0.33980 Eh
Gap between HOMO and LUMO: 9.6 eV
Total charge: 0
Multiplicity: 1
Maximum force: 0.81 eV Å⁻¹
SMILES: OCCCSS.O

***

The following is a quantum chemistry calculation of C18H20FN3O3S as an isolated structure at a distorted geometry, from the OMol25 dataset.

```
46
Properties=species:S:1:pos:R:3:mulliken_charge:R:1
C -0.70 -3.72 -1.03 -0.32
H -0.74 -3.23 -2.08 0.26
H -1.32 -3.23 -0.43 -0.07
H -0.81 -4.83 -1.24 0.25
O 0.60 -3.68 -0.79 -0.37
C 0.94 -2.33 -0.56 0.96
O 0.23 -1.43 -0.83 -0.57
C 2.33 -2.08 -0.23 0.21
C 2.91 -0.84 -0.10 0.33
N 2.42 0.27 -0.37 -0.09
C 2.93 1.71 -0.12 1.19
O 4.00 1.66 0.24 -0.47
C 2.21 2.58 -0.62 -1.96
N 0.78 2.84 -0.21 -0.01
C 0.38 2.27 0.95 -0.04
C -1.15 2.63 1.45 -1.48
N -1.91 1.94 0.36 0.00
C -2.42 0.74 0.48 1.87
C -1.94 0.06 1.40 -0.29
C -2.58 -1.28 1.69 -0.93
C -3.46 -1.80 0.51 0.35
C -3.91 -0.90 -0.31 -0.52
C -3.29 0.40 -0.49 -1.16
H -3.68 0.96 -1.19 0.74
H -4.48 -1.20 -1.45 0.14
F -3.81 -3.04 0.67 -0.35
H -2.26 -2.16 2.39 0.25
H -1.32 0.44 2.20 0.37
C -1.63 2.59 -0.87 -1.63
H -2.17 2.23 -1.70 0.39
C -0.09 2.32 -1.34 -0.15
H 0.18 2.60 -2.37 0.47
H -0.06 1.15 -1.33 -0.04
H -1.63 3.59 -0.96 0.56
H -1.43 2.27 2.32 0.73
H -1.13 3.95 1.31 0.28
H 1.06 2.79 1.63 0.55
H 0.51 1.22 1.45 0.12
H 2.33 3.00 -1.55 0.61
H 2.52 3.71 0.15 0.35
H 1.53 0.13 -0.60 0.18
S 4.41 -0.88 0.89 -0.10
C 4.30 -2.72 0.81 -0.30
C 3.16 -3.28 0.38 -1.39
H 2.81 -4.12 0.28 0.86
H 5.38 -3.30 1.17 0.21
```

Output
LUMO energy: 0.19 eV
E_HOMO: -0.27987 Eh
Gap between HOMO and LUMO: 7.8 eV
Total charge: 0
Multiplicity: 1
Maximum force: 18.78 eV Å⁻¹